Entry 1:
DFT (ωB97M-V/def2-TZVPD) results for a molecular structure, C34H36BaN6S2 at a distorted geometry.

The value obtained for the LUMO energy is 0.2 eV. The energy above the lowest of the compared OMol25 structures with the same formula, charge and spin comes out at 1.1909 eV. The calculation puts the orbital gap at 0.2470 Eh. The HOMO energy comes out at -6.55 eV. Its largest force on an atom is 3.1 eV Å⁻¹.

ORCA input file:
```
! RIJCOSX wB97M-V def2-TZVPD def2/J DEFGRID3
* xyz 0 1
Ba -0.13 -0.31 0.16
C 0.31 2.96 -1.18
N -0.45 1.92 -1.88
C -1.89 2.13 -1.73
C -2.63 0.80 -1.90
N -2.80 0.13 -0.58
C -3.13 -1.32 -0.86
C -3.80 0.73 0.22
C -5.10 0.70 -0.27
C -6.16 1.22 0.47
C -5.88 1.81 1.71
C -4.60 1.74 2.25
C -3.56 1.26 1.48
S -2.01 1.24 2.30
C -0.13 1.73 -3.32
C -0.26 2.88 -4.04
C -0.08 2.85 -5.41
C 0.21 1.66 -6.03
C 0.31 0.48 -5.29
C 0.18 0.53 -3.89
S 0.53 -0.93 -3.00
H 0.01 3.98 -1.42
H 1.38 2.88 -1.38
H 0.12 2.83 -0.10
H -2.23 2.94 -2.31
H -2.05 2.52 -0.74
H -2.10 0.10 -2.53
H -3.57 1.06 -2.39
H -4.04 -1.44 -1.51
H -3.35 -1.83 0.06
H -2.29 -1.76 -1.52
H -5.32 0.21 -1.22
H -7.19 1.08 0.23
H -6.68 2.24 2.25
H -4.51 2.03 3.34
H -0.42 3.78 -3.51
H -0.12 3.84 -6.02
H 0.34 1.66 -7.11
H 0.48 -0.44 -5.78
C 2.65 -2.45 -0.64
N 2.61 -1.51 0.52
C 2.85 -2.21 1.76
C 2.16 -1.52 2.93
C 2.95 -1.13 4.00
C 2.45 -0.50 5.14
C 1.06 -0.40 5.20
C 0.31 -0.82 4.07
N 0.88 -1.36 2.95
C 3.47 -0.39 0.38
C 3.29 0.73 1.30
C 4.34 1.29 2.02
C 4.08 2.38 2.86
C 2.80 2.88 2.92
C 1.81 2.26 2.17
N 2.07 1.28 1.36
C 1.43 -3.40 -0.67
C 1.36 -4.40 -1.64
C 0.32 -5.28 -1.60
C -0.72 -5.04 -0.71
C -0.62 -3.93 0.15
N 0.49 -3.21 0.19
H 3.56 -3.05 -0.59
H 2.71 -1.81 -1.52
H 3.97 -2.23 1.96
H 2.49 -3.24 1.77
H 3.98 -1.46 3.94
H 3.16 -0.22 5.92
H 0.53 0.22 5.92
H -0.78 -0.71 4.08
H 3.37 0.07 -0.62
H 4.56 -0.71 0.49
H 5.25 0.70 2.06
H 4.95 2.80 3.40
H 2.58 3.79 3.55
H 0.81 2.62 2.13
H 2.17 -4.53 -2.38
H 0.32 -6.07 -2.28
H -1.59 -5.70 -0.81
H -1.40 -3.63 0.81
*
```


Entry 2:
DFT (ωB97M-V/def2-TZVPD) results for 2 unconnected molecules or ions with the total composition C4H8NO3 at a distorted geometry.

The value obtained for the LUMO energy is 3.5 eV. The energy above the lowest of the compared OMol25 structures with the same formula, charge and spin comes out at 2.3258 eV. The calculation puts the orbital gap at 0.2738 Eh. The HOMO energy comes out at -3.95 eV. Its largest force on an atom is 5.0 eV Å⁻¹.

ORCA input file:
```
! RIJCOSX wB97M-V def2-TZVPD def2/J DEFGRID3
* xyz -1 1
C 1.14 -2.30 1.00
C 1.94 -1.14 1.50
O 2.98 -1.07 2.21
O 1.38 -0.13 0.98
H 0.16 -2.04 0.83
H 1.09 -2.99 1.80
H 1.59 -2.97 0.24
C -1.28 2.42 -2.07
C -1.70 1.10 -1.45
O -2.70 0.49 -1.89
N -1.49 0.63 -0.14
H -2.21 -0.11 0.22
H -0.61 0.48 0.33
H -0.35 2.93 -1.61
H -2.12 2.99 -1.91
H -1.10 2.43 -3.17
*
```


Entry 3:
DFT (ωB97M-V/def2-TZVPD) results for C4H8O2 in the gas phase.

The value obtained for the LUMO energy is 0.9 eV. The energy above the lowest of the compared OMol25 structures with the same formula, charge and spin comes out at 1.8912 eV. The calculation puts the orbital gap at 0.3894 Eh. The HOMO energy comes out at -9.72 eV. Its largest force on an atom is 0.6 eV Å⁻¹.

ORCA input file:
```
! RIJCOSX wB97M-V def2-TZVPD def2/J DEFGRID3
* xyz 0 1
C 0.10 -0.41 -1.45
C 0.45 -0.16 0.01
O 1.61 -0.82 0.46
C 0.14 1.18 0.66
C -0.64 -0.05 1.02
O -1.98 -0.07 0.61
H 0.46 0.40 -2.10
H -0.98 -0.51 -1.54
H 0.57 -1.35 -1.79
H 2.36 -0.21 0.46
H 0.85 1.55 1.40
H -0.37 1.93 0.06
H -0.45 -0.53 1.98
H -2.12 -0.93 0.22
*
```


| no. | electronic energy (Ha) |
| --- | --- |
| 1 | -2467.66548 |
| 2 | -437.72001 |
| 3 | -307.64293 |